No. 1
Formula: C33H43Br2IrN2O4P
Source: the OMol25 dataset
Level of theory: wB97M-V/def2-TZVPD

**Highest occupied orbital energy (spin up / spin down)**: -13.12 / -13.12 eV
**Spin multiplicity**: 2
**Frontier orbital gap (spin up / spin down)**: 5.27 / 4.86 eV
**Net charge**: +2

Each line ends with the Mulliken charge.
CARTESIAN COORDINATES (ANGSTROEM)
Ir (0.771, 0.595, 0.879)  1.693
O (-1.996, -0.093, 4.418)  -0.722
C (-1.325, 0.791, 5.187)  0.393
C (-1.978, 1.223, 6.346)  -0.553
C (-1.355, 2.077, 7.229)  -0.472
C (-0.059, 2.518, 6.986)  -0.976
C (0.595, 2.102, 5.843)  -0.559
C (-0.021, 1.265, 4.914)  0.168
C (0.771, 0.838, 3.695)  0.836
O (0.023, 0.254, 2.684)  -0.562
N (1.454, 2.030, 3.129)  -0.383
N (1.825, 1.925, 1.908)  0.769
C (2.543, 2.976, 1.376)  -0.336
C (3.213, 2.770, 0.249)  -0.391
Br (2.481, -1.061, 0.615)  -0.452
C (3.942, 2.649, -0.817)  -0.757
C (5.278, 2.054, -0.920)  1.115
C (5.895, 1.451, 0.177)  -0.295
C (7.164, 0.922, 0.042)  -0.716
C (7.820, 0.991, -1.183)  -0.454
C (7.206, 1.583, -2.277)  -0.622
C (5.933, 2.115, -2.149)  -0.520
H (-1.459, -0.307, 3.642)  0.257
H (-2.974, 0.841, 6.527)  0.472
H (-1.867, 2.396, 8.127)  0.419
H (0.439, 3.172, 7.688)  0.427
H (1.620, 2.427, 5.685)  0.514
H (1.592, 0.165, 3.984)  0.078
H (1.321, 2.967, 3.513)  0.472
H (2.612, 3.888, 1.962)  0.676
H (3.503, 3.033, -1.738)  0.483
H (5.381, 1.385, 1.128)  0.301
H (7.645, 0.452, 0.889)  0.408
H (8.814, 0.577, -1.283)  0.401
H (7.717, 1.632, -3.228)  0.401
H (5.451, 2.580, -3.000)  0.362
C (-0.952, -4.383, -4.902)  -1.664
C (-0.986, -2.849, -5.006)  1.818
C (0.138, -2.392, -5.941)  -1.925
C (-2.343, -2.407, -5.589)  -1.528
C (-0.866, -2.224, -3.632)  -0.430
C (-0.074, -1.076, -3.413)  -0.242
C (-0.010, -0.543, -2.163)  -0.116
Br (0.999, 1.035, -1.886)  -0.122
C (-0.705, -1.101, -1.053)  0.695
O (-0.592, -0.627, 0.132)  -0.156
C (-1.563, -2.245, -1.274)  -0.450
C (-1.598, -2.752, -2.549)  -0.288
C (-2.332, -2.888, -0.124)  1.970
C (-1.338, -3.440, 0.915)  -1.422
C (-3.193, -4.054, -0.617)  -2.274
C (-3.273, -1.861, 0.531)  -1.369
H (-0.939, -4.805, -5.906)  0.475
H (-1.829, -4.787, -4.397)  0.406
H (-0.060, -4.730, -4.379)  0.380
H (0.073, -2.947, -6.876)  0.427
H (1.125, -2.582, -5.514)  0.458
H (0.061, -1.333, -6.194)  0.373
H (-2.483, -2.870, -6.566)  0.445
H (-2.386, -1.324, -5.717)  0.351
H (-3.172, -2.713, -4.948)  0.352
H (0.480, -0.623, -4.222)  0.480
H (-2.216, -3.615, -2.738)  0.502
H (-0.655, -4.157, 0.456)  0.348
H (-1.893, -3.962, 1.695)  0.453
H (-0.747, -2.655, 1.383)  0.121
H (-2.590, -4.860, -1.040)  0.433
H (-3.931, -3.739, -1.358)  0.449
H (-3.736, -4.469, 0.231)  0.431
H (-2.719, -1.063, 1.019)  -0.100
H (-3.879, -2.361, 1.287)  0.587
H (-3.956, -1.428, -0.205)  0.297
C (-2.726, 1.854, -0.847)  -0.829
P (-2.045, 2.557, 0.654)  1.016
C (-3.024, 1.950, 2.021)  -0.950
C (-2.264, 4.329, 0.566)  -1.312
O (-0.546, 2.274, 0.825)  -0.852
H (-3.749, 2.206, -0.983)  0.506
H (-2.736, 0.767, -0.775)  -0.034
H (-2.124, 2.156, -1.704)  0.286
H (-4.083, 1.973, 1.758)  0.497
H (-2.864, 2.570, 2.903)  0.367
H (-2.743, 0.926, 2.257)  0.110
H (-3.322, 4.577, 0.657)  0.421
H (-1.889, 4.710, -0.384)  0.376
H (-1.718, 4.803, 1.381)  0.358

=====

No. 2
Formula: C8H8ClN
Source: the OMol25 dataset
Level of theory: wB97M-V/def2-TZVPD

**SMILES string**: N#C[C@]1(Cl)C[C@H]2C=C[C@@H]1C2
**Highest occupied orbital energy**: -9.65 eV
**Frontier orbital gap**: 10.43 eV

Each line ends with the Mulliken charge.
CARTESIAN COORDINATES (ANGSTROEM)
N (-3.011, -1.950, 0.276)  -0.489
C (-2.227, -1.140, 0.060)  -0.042
C (-1.278, -0.113, -0.158)  0.897
Cl (-2.255, 1.367, -0.286)  -0.197
C (-0.301, -0.190, -1.334)  -1.529
C (1.068, -0.013, -0.774)  0.127
C (1.298, 1.327, -0.028)  -0.421
C (0.533, 1.269, 1.024)  -0.666
C (-0.111, -0.044, 1.168)  -0.327
C (0.972, -0.958, 0.514)  -0.837
H (-0.552, 0.599, -1.944)  0.496
H (-0.271, -1.082, -1.825)  0.469
H (1.693, -0.210, -1.592)  0.512
H (2.031, 2.138, -0.348)  0.357
H (0.342, 2.075, 1.724)  0.399
H (-0.548, -0.310, 2.100)  0.542
H (0.629, -1.908, 0.317)  0.432
H (1.988, -0.857, 1.104)  0.275

=====

No. 3
Formula: C7H14N2Si
Source: the OMol25 dataset
Level of theory: wB97M-V/def2-TZVPD

**SMILES string**: Cc1c[nH]nc1[Si](C)(C)C
**Highest occupied orbital energy**: -8.30 eV
**Frontier orbital gap**: 9.19 eV

Each line ends with the Mulliken charge.
CARTESIAN COORDINATES (ANGSTROEM)
C (-0.645, -2.679, -0.773)  -1.122
C (0.665, -1.906, -0.604)  1.016
C (1.813, -2.402, -1.247)  -0.792
N (2.750, -1.419, -1.203)  0.303
N (2.400, -0.293, -0.755)  -0.758
C (0.802, -0.546, -0.442)  -0.070
Si (-0.181, 1.001, -0.160)  0.337
C (0.551, 2.517, 0.831)  -1.082
C (-1.893, 0.386, 0.652)  -1.083
C (-0.462, 1.829, -1.774)  -1.302
H (-1.308, -2.724, 0.193)  0.257
H (-1.375, -2.181, -1.485)  0.252
H (-0.501, -3.752, -1.051)  0.363
H (1.809, -3.379, -1.715)  0.393
H (3.734, -1.594, -1.445)  0.250
H (0.092, 2.463, 1.859)  0.286
H (1.678, 2.492, 0.819)  0.301
H (0.225, 3.458, 0.362)  0.324
H (-2.587, 1.211, 0.810)  0.349
H (-2.521, -0.367, 0.027)  0.257
H (-1.713, -0.056, 1.612)  0.340
H (-0.597, 2.890, -1.638)  0.366
H (0.348, 1.801, -2.468)  0.405
H (-1.278, 1.569, -2.383)  0.411

=====

No. 4
Formula: C23H30F3N5O
Source: the OMol25 dataset
Level of theory: wB97M-V/def2-TZVPD

**SMILES string**: Cc1cc(C)n(CC(=O)N2CCC[C@@H](N3CCN(c4cccc(C(F)(F)F)c4)CC3)C2)n1
**Highest occupied orbital energy**: -7.60 eV
**Frontier orbital gap**: 8.24 eV

Each line ends with the Mulliken charge.
CARTESIAN COORDINATES (ANGSTROEM)
C (-6.170, -2.009, -1.732)  -1.331
C (-5.742, -1.091, -0.643)  0.723
C (-5.565, -1.384, 0.720)  -1.121
C (-5.160, -0.202, 1.302)  0.933
C (-4.847, 0.135, 2.714)  -1.383
N (-5.115, 0.711, 0.304)  1.019
C (-4.709, 2.086, 0.392)  -1.397
C (-3.201, 2.236, 0.653)  1.244
O (-2.812, 2.682, 1.718)  -0.676
N (-2.358, 1.872, -0.330)  0.261
C (-2.695, 1.243, -1.587)  -1.167
C (-2.178, -0.197, -1.595)  -0.459
C (-0.673, -0.229, -1.342)  -0.692
C (-0.358, 0.488, -0.017)  0.491
N (1.025, 0.549, 0.400)  0.135
C (1.532, -0.492, 1.262)  -0.969
C (2.196, -1.658, 0.503)  -0.712
N (3.256, -1.144, -0.342)  0.038
C (4.548, -1.055, 0.121)  1.227
C (5.104, -2.094, 0.888)  -0.598
C (6.416, -2.062, 1.305)  -0.711
C (7.247, -1.003, 0.974)  -0.837
C (6.716, 0.021, 0.208)  -0.522
C (7.547, 1.207, -0.180)  0.984
F (7.521, 1.438, -1.509)  -0.269
F (7.106, 2.348, 0.391)  -0.265
F (8.838, 1.097, 0.156)  -0.289
C (5.394, 0.010, -0.211)  -0.168
C (2.716, -0.176, -1.275)  -1.134
C (2.032, 0.992, -0.539)  -0.660
C (-0.931, 1.918, -0.087)  -1.731
N (-5.463, 0.180, -0.874)  -1.006
H (-7.162, -2.408, -1.523)  0.347
H (-5.479, -2.847, -1.817)  0.273
H (-6.195, -1.468, -2.674)  0.352
H (-5.717, -2.327, 1.206)  0.430
H (-4.754, -0.777, 3.298)  0.372
H (-3.922, 0.705, 2.787)  0.290
H (-5.646, 0.740, 3.145)  0.276
H (-4.998, 2.583, -0.536)  0.427
H (-5.218, 2.569, 1.232)  0.394
H (-3.770, 1.240, -1.756)  0.549
H (-2.211, 1.810, -2.391)  0.420
H (-2.411, -0.656, -2.557)  0.408
H (-2.695, -0.764, -0.819)  0.256
H (-0.331, -1.265, -1.303)  0.247
H (-0.160, 0.274, -2.165)  0.298
H (-0.900, -0.029, 0.783)  0.206
H (0.726, -0.867, 1.893)  0.511
H (2.295, -0.040, 1.910)  0.445
H (2.584, -2.377, 1.221)  0.350
H (1.465, -2.166, -0.134)  0.318
H (4.504, -2.953, 1.142)  0.458
H (6.806, -2.881, 1.891)  0.382
H (8.275, -0.975, 1.297)  0.481
H (5.041, 0.850, -0.786)  0.266
H (3.500, 0.186, -1.938)  0.482
H (1.982, -0.707, -1.889)  0.389
H (1.591, 1.680, -1.259)  0.329
H (2.793, 1.538, 0.032)  0.526
H (-0.757, 2.432, 0.859)  0.392
H (-0.456, 2.482, -0.895)  0.167

=====

| no. | DFT total energy (eV) |
| --- | --- |
| 1 | -198287.02618 |
| 2 | -22435.96645 |
| 3 | -18342.09915 |
| 4 | -41989.37198 |